Molecular formula: C2H8OS2
Method: DFT, ωB97M-V with the def2-TZVPD basis set

Structure (XYZ):
```
13
Properties=species:S:1:pos:R:3:mulliken_spin:R:1
C 1.708 -1.796 0.175 0.023
S 0.948 -0.232 0.620 0.206
S 0.331 0.468 -1.230 0.684
C -1.332 -0.110 -1.127 -0.007
H 2.765 -1.758 -0.016 0.004
H 1.209 -2.469 -0.515 0.002
H 1.677 -2.545 1.034 0.012
H -1.122 -1.171 -0.629 0.019
H -1.695 -0.351 -2.180 0.022
H -2.124 0.439 -0.586 0.033
H -0.433 3.488 0.794 -0.001
H -0.850 3.126 2.305 0.000
O -1.083 2.911 1.356 0.003
```

Values from the calculation:
Spin multiplicity ... 2
Total energy ... -25912.1622 eV
Charge ... +1
⟨S²⟩ ... 0.7544
Gap between HOMO and LUMO (spin up / spin down) ... 10.25 / 5.93 eV
Energy above the lowest of the compared OMol25 structures with the same formula, charge and spin ... 31.66 kcal/mol

---

Molecular formula: C2H8P2
Method: DFT, ωB97M-V with the def2-TZVPD basis set

Structure (XYZ):
```
12
Properties=species:S:1:pos:R:3:mulliken_charge:R:1
C -1.167 0.144 -2.183 -0.977
C 0.829 -0.659 1.353 -0.373
P 0.095 0.210 2.734 -0.092
P 0.085 -0.252 -0.281 0.196
H -0.340 0.582 -2.731 0.298
H -1.932 -0.538 -2.632 0.303
H -1.844 0.921 -1.761 0.277
H 0.893 -1.855 1.365 0.243
H 0.174 1.450 2.116 0.010
H 1.429 0.227 3.327 0.046
H 1.033 -1.103 -0.789 0.043
H 0.745 0.873 -0.517 0.026
```

Values from the calculation:
Spin multiplicity ... 1
Total energy ... -20775.9167 eV
Charge ... 0
Gap between HOMO and LUMO (spin up / spin down) ... 7.15 / 7.02 eV
Energy above the lowest of the compared OMol25 structures with the same formula, charge and spin ... 78.77 kcal/mol

---

Molecular formula: C2H8P2S2
Method: DFT, ωB97M-V with the def2-TZVPD basis set

Structure (XYZ):
```
14
Properties=species:S:1:pos:R:3:mulliken_charge:R:1
C -0.470 -0.679 -1.786 -0.747
C 0.319 0.495 -1.191 -0.764
P -0.325 0.844 0.636 -0.003
P 0.757 2.309 2.007 -0.096
S -2.269 1.375 -0.065 -0.105
S -3.293 2.710 1.268 -0.180
H 0.127 -1.632 -2.056 0.273
H -1.237 -0.942 -0.982 0.211
H -0.988 -0.453 -2.683 0.274
H 0.294 1.448 -1.551 0.496
H 1.410 0.235 -1.116 0.374
H -0.666 -0.501 1.112 0.133
H 2.064 1.634 1.643 -0.022
H -3.428 3.716 0.456 0.157
```

Values from the calculation:
Spin multiplicity ... 1
Total energy ... -42449.5906 eV
Charge ... 0
Gap between HOMO and LUMO ... 6.98 eV
Energy above the lowest of the compared OMol25 structures with the same formula, charge and spin ... 35.21 kcal/mol